1.
A molecular structure, C41H37N10O3RuS2, computed with ωB97M-V/def2-TZVPD.

```
94
C41H37N10O3RuS2 ωB97M-V/def2-TZVPD
Ru -0.447 1.218 0.842
C -0.769 3.706 4.929
C -0.575 2.269 4.621
N -0.317 2.886 1.852
C -1.354 3.653 1.869
C -1.836 4.453 2.942
N -1.352 4.529 4.161
C -2.178 3.519 0.646
C -3.065 4.411 0.086
C -3.661 4.117 -1.158
C -3.256 2.954 -1.809
C -2.285 2.126 -1.232
N -1.850 2.368 0.031
C -1.420 1.185 -1.892
C -1.447 0.824 -3.246
N -0.415 0.285 -3.843
C 0.719 0.154 -3.146
C 0.756 0.378 -1.787
N -0.326 0.814 -1.125
C -4.601 5.089 -1.749
C -4.882 5.120 -3.118
C -5.732 6.101 -3.614
N -6.259 7.011 -2.832
C -6.033 7.014 -1.541
C -5.223 6.056 -0.949
H -0.303 4.102 5.824
H 0.448 2.119 4.264
H -2.688 5.092 2.763
H -3.239 5.356 0.567
H -3.647 2.693 -2.777
H -2.329 0.978 -3.850
H 1.600 -0.152 -3.686
H 1.641 0.152 -1.206
H -4.434 4.425 -3.807
H -5.987 6.157 -4.663
H -6.507 7.799 -0.967
H -5.096 6.087 0.119
C 6.909 -2.728 3.759
C 5.558 -2.406 3.215
C 5.296 -1.195 2.573
C 4.037 -0.911 2.069
C 3.029 -1.843 2.230
C 3.254 -3.050 2.871
C 4.518 -3.323 3.359
S 1.419 -1.610 1.513
O 0.523 -2.589 2.052
O 1.548 -1.517 0.077
N 0.778 -0.118 1.898
C 0.054 0.006 3.023
C 0.363 -0.563 4.311
C -0.307 -0.136 5.399
C -1.143 1.056 5.318
C -1.585 1.427 3.886
N -1.058 0.703 2.812
H 7.666 -2.054 3.374
H 7.190 -3.751 3.523
H 6.890 -2.644 4.845
H 6.088 -0.470 2.460
H 3.830 0.019 1.558
H 2.440 -3.753 2.966
H 4.702 -4.263 3.857
H 1.070 -1.375 4.343
H -0.217 -0.638 6.350
H -1.854 1.215 6.117
H -2.593 1.794 3.731
C -0.776 -3.440 -4.919
C -2.231 -3.566 -4.479
C -2.429 -4.005 -3.026
N -2.222 -2.940 -2.050
C -1.153 -2.797 -1.264
S -1.374 -1.928 0.192
N 0.017 -3.280 -1.694
C 1.177 -3.702 -0.931
O 1.024 -4.317 0.082
C 2.463 -3.313 -1.531
C 2.585 -2.610 -2.730
C 3.812 -2.096 -3.110
C 4.924 -2.272 -2.302
C 4.823 -3.019 -1.140
C 3.605 -3.547 -0.761
H -0.741 -3.249 -5.988
H -0.229 -4.365 -4.735
H -0.282 -2.601 -4.431
H -2.716 -4.315 -5.105
H -2.745 -2.617 -4.631
H -1.782 -4.854 -2.787
H -3.463 -4.332 -2.905
H -3.053 -2.458 -1.744
H 0.021 -3.594 -2.661
H 1.728 -2.439 -3.363
H 3.904 -1.548 -4.036
H 5.867 -1.829 -2.582
H 5.693 -3.184 -0.525
H 3.501 -4.113 0.151
```

Computed properties:
Orbital gap (spin up / spin down) in eV: 4.37 / 4.21
E_LUMO (spin up / spin down) in eV: -8.026 / -8.177
Total charge: +2
Spin multiplicity: 2

=====

2.
A molecular structure, C31H56Cl2N3O4PtSSi2, computed with ωB97M-V/def2-TZVPD.

```
100
C31H56Cl2N3O4PtSSi2 ωB97M-V/def2-TZVPD
Pt 1.518 -0.091 -0.285
Cl 4.296 0.449 -0.808
C 4.948 0.629 0.799
C 6.325 0.521 0.901
C 6.928 0.623 2.140
C 6.138 0.821 3.258
C 4.761 0.915 3.129
Cl 3.856 1.148 4.605
C 4.089 0.829 1.895
S 2.338 0.957 1.817
H 6.910 0.359 0.006
H 8.004 0.540 2.235
H 6.579 0.901 4.244
C 0.504 3.585 -3.368
C 1.787 2.807 -3.055
C 1.609 1.359 -3.471
C 2.963 3.417 -3.807
N 2.116 2.924 -1.618
N 1.394 2.059 -0.733
H 0.205 3.453 -4.412
H 0.646 4.656 -3.189
H -0.322 3.235 -2.739
H 1.748 1.274 -4.552
H 0.610 0.998 -3.233
H 2.329 0.702 -2.982
H 2.760 3.446 -4.882
H 3.867 2.828 -3.627
H 3.153 4.440 -3.466
H 1.891 3.870 -1.331
H 0.372 2.112 -0.800
H 1.652 2.332 0.214
C -0.504 -1.304 2.603
C -1.531 -0.225 2.930
C -2.485 -0.698 4.014
C -0.848 1.066 3.363
O -2.341 0.021 1.782
Si -1.982 0.696 0.326
O -0.549 0.416 -0.271
O -3.239 0.224 -0.654
C -3.898 -1.039 -0.800
C -5.058 -1.106 0.185
C -2.937 -2.206 -0.585
C -4.421 -1.065 -2.228
O -2.120 2.349 0.472
C -3.244 3.195 0.655
C -3.927 3.421 -0.689
C -4.233 2.605 1.657
C -2.687 4.505 1.189
H 0.182 -1.450 3.442
H 0.089 -1.031 1.719
H -1.011 -2.250 2.393
H -1.961 -0.801 4.969
H -2.917 -1.666 3.746
H -3.298 0.023 4.134
H -0.160 0.884 4.194
H -1.601 1.797 3.674
H -0.268 1.502 2.544
H -4.694 -0.969 1.208
H -5.559 -2.076 0.117
H -5.787 -0.321 -0.037
H -2.625 -2.266 0.460
H -2.042 -2.091 -1.205
H -3.426 -3.146 -0.856
H -5.082 -0.212 -2.399
H -4.975 -1.988 -2.425
H -3.585 -1.003 -2.930
H -4.212 2.466 -1.136
H -3.242 3.931 -1.373
H -4.820 4.040 -0.563
H -4.633 1.651 1.300
H -5.065 3.297 1.813
H -3.741 2.422 2.617
H -1.990 4.935 0.465
H -2.148 4.327 2.122
H -3.489 5.226 1.375
C 3.606 -2.261 1.570
Si 2.436 -3.171 0.472
C 3.460 -4.302 -0.598
C 1.416 -4.233 1.631
N 1.491 -2.094 -0.506
C 0.525 -2.587 -1.397
C 0.193 -3.958 -1.478
C -0.720 -4.445 -2.406
C -1.368 -3.598 -3.293
C -1.079 -2.239 -3.212
C -0.163 -1.754 -2.295
H 3.902 -2.919 2.395
H 3.134 -1.373 2.000
H 4.514 -1.950 1.041
H 4.161 -4.876 0.022
H 4.040 -3.702 -1.310
H 2.855 -5.010 -1.173
H 2.070 -4.631 2.415
H 0.923 -5.079 1.146
H 0.638 -3.627 2.111
H 0.650 -4.660 -0.798
H -0.930 -5.508 -2.423
H -2.081 -3.978 -4.014
H -1.583 -1.536 -3.869
H -0.001 -0.693 -2.235
```

Computed properties:
Orbital gap (spin up / spin down) in eV: 6.55 / 6.55
E_LUMO (spin up / spin down) in eV: 2.361 / 2.361
Total charge: -1

=====

3.
A molecular structure, C14H11AuCl4NO3, computed with ωB97M-V/def2-TZVPD.

```
34
C14H11AuCl4NO3 ωB97M-V/def2-TZVPD
Au -0.299 -0.600 0.378
Cl 4.277 -4.859 -3.411
C 2.993 -4.153 -2.555
C 1.753 -4.974 -2.368
Cl 1.741 -6.530 -3.043
C 0.677 -4.517 -1.695
Cl -0.751 -5.414 -1.457
C 0.717 -3.181 -1.111
O -0.202 -2.716 -0.467
C 1.976 -2.309 -1.336
O 1.959 -1.190 -0.897
C 3.100 -2.901 -2.072
Cl 4.476 -1.919 -2.261
O 0.306 0.033 2.713
C 0.338 1.457 2.877
C -1.044 2.062 3.060
C -2.074 1.645 2.000
C -1.736 2.165 0.634
C -2.179 3.413 0.213
C -1.822 3.888 -1.034
C -1.021 3.100 -1.847
C -0.620 1.869 -1.376
N -0.968 1.407 -0.165
H -0.137 -0.367 3.471
H 0.822 1.838 1.978
H 0.974 1.706 3.729
H -0.929 3.149 3.046
H -1.434 1.812 4.050
H -3.050 2.029 2.296
H -2.161 0.557 1.951
H -2.805 3.998 0.872
H -2.164 4.858 -1.370
H -0.714 3.425 -2.830
H 0.003 1.219 -1.974
```

Computed properties:
Orbital gap in eV: 6.85
E_LUMO in eV: -5.405
Total charge: +1

=====

4.
9 unconnected molecules or ions with the total composition C23H65NO9, computed with ωB97M-V/def2-TZVPD.

```
98
C23H65NO9 ωB97M-V/def2-TZVPD
C -2.213 0.286 3.412
C -3.312 0.031 2.431
O -4.192 1.134 2.228
H -2.562 0.587 4.452
H -1.719 1.159 2.958
H -1.468 -0.552 3.361
H -3.893 -0.905 2.641
H -2.839 -0.182 1.496
H -4.333 1.521 3.122
C 4.331 8.055 -1.231
C 3.390 7.625 -2.337
O 4.210 7.513 -3.536
H 4.899 8.904 -1.581
H 5.055 7.305 -1.067
H 3.779 8.336 -0.352
H 2.621 8.397 -2.511
H 2.874 6.670 -2.164
H 4.019 6.703 -4.042
C 2.030 1.376 1.373
C 0.704 0.840 0.873
O -0.212 1.864 0.885
H 1.848 1.944 2.258
H 2.566 2.003 0.666
H 2.676 0.486 1.565
H 0.398 0.043 1.604
H 0.745 0.371 -0.069
H -0.956 1.793 0.273
C -4.846 -0.258 -3.181
C -3.987 -1.450 -3.526
O -2.675 -1.191 -3.275
H -5.889 -0.358 -3.524
H -4.407 0.618 -3.718
H -4.836 -0.058 -2.106
H -4.273 -1.582 -4.589
H -4.368 -2.246 -2.858
H -2.179 -2.023 -3.132
C -4.442 3.224 -1.193
C -2.999 3.385 -0.592
O -2.420 2.057 -0.373
H -4.817 4.292 -1.296
H -5.147 2.705 -0.461
H -4.483 2.713 -2.118
H -3.000 3.879 0.334
H -2.266 3.822 -1.309
H -3.118 1.540 0.119
C 2.368 -4.350 0.219
C 2.036 -2.948 -0.286
C 3.179 -1.997 0.039
O 1.771 -3.021 -1.653
H 1.522 -5.078 0.120
H 2.668 -4.297 1.314
H 3.208 -4.647 -0.362
H 1.134 -2.496 0.184
H 4.128 -2.248 -0.495
H 3.367 -2.020 1.177
H 2.883 -1.005 -0.228
H 1.725 -2.114 -2.009
C 4.244 -1.796 5.551
C 3.251 -1.013 4.716
C 2.042 -1.791 4.400
O 2.897 0.202 5.344
H 3.812 -2.167 6.495
H 5.005 -1.113 5.903
H 4.788 -2.578 5.026
H 3.727 -0.806 3.779
H 1.567 -1.286 3.514
H 1.417 -1.602 5.318
H 2.170 -2.832 4.283
H 2.844 0.870 4.685
C 2.555 1.232 -4.041
C 1.587 0.788 -2.920
C 0.201 1.322 -3.034
O 1.566 -0.649 -3.030
H 2.900 2.275 -3.837
H 1.998 1.137 -4.975
H 3.439 0.656 -4.104
H 1.987 1.104 -1.995
H 0.102 2.394 -2.821
H -0.370 0.876 -2.174
H -0.282 1.096 -4.000
H 0.647 -0.921 -3.113
C -2.916 -4.797 -0.399
C -2.188 -3.497 -0.869
C -1.335 -2.938 0.239
O -2.194 -2.497 1.305
C -1.702 -3.051 2.500
N -1.397 -3.513 -2.093
H -3.337 -4.693 0.627
H -2.257 -5.639 -0.321
H -3.740 -5.031 -1.055
H -3.020 -2.725 -0.991
H -0.855 -2.084 -0.275
H -0.611 -3.642 0.661
H -1.649 -4.113 2.431
H -2.446 -2.845 3.326
H -0.711 -2.741 2.660
H -1.629 -4.312 -2.687
H -0.389 -3.439 -1.958
```

Computed properties:
Orbital gap in eV: 10.01
E_LUMO in eV: 0.425
SMILES: COC[C@H](C)N.CC(C)O.CC(C)O.CC(C)O.CCO.CCO.CCO.CCO.CCO

=====

Max |F| for every record listed, in sequence, given in eV/Å: 2.9 1.7 0.7 3.3.
ΔE to the lowest compared entry with this formula, charge and spin for every record listed, in sequence, given in kcal/mol: 181.1 42.5 7.0 8.5.